1.
A molecular structure, C23H33N3PS3W. Source: the OMol25 dataset; level of theory: the ωB97M-V functional and the def2-TZVPD basis.

Results
Multiplicity ... 3
HOMO-LUMO gap (alpha / beta) ... 6.7 / 7.0 eV
LUMO energy (alpha / beta) ... -3.44 / -3.81 eV
Energy relative to the best compared isomer or geometry (same formula, charge and spin) ... 0.259 eV
E_tot ... -72473.3686 eV
Net charge ... +1

Structure (XYZ):
```
64
C23H33N3PS3W, DFT the ωB97M-V functional and the def2-TZVPD basis
W 0.075 0.335 -1.207
C 2.334 -1.470 0.113
N 1.711 -0.140 0.363
C 2.777 0.895 0.145
C 2.164 2.267 0.129
N 1.230 2.399 -1.019
C 1.984 2.753 -2.260
C 0.274 3.494 -0.797
C 0.625 4.644 -0.109
C -0.292 5.678 0.017
C -1.549 5.566 -0.560
C -1.895 4.418 -1.255
C -0.983 3.377 -1.370
S -1.383 1.914 -2.260
C 1.232 -0.072 1.755
C 2.065 -0.463 2.799
C 1.605 -0.439 4.104
C 0.309 -0.013 4.370
C -0.506 0.406 3.337
C -0.049 0.387 2.017
S -1.074 1.046 0.747
H 3.273 -1.557 0.661
H 2.543 -1.578 -0.947
H 1.662 -2.253 0.449
H 3.262 0.666 -0.803
H 3.519 0.819 0.942
H 2.952 3.021 0.070
H 1.597 2.436 1.045
H 2.443 3.735 -2.127
H 1.282 2.793 -3.090
H 2.745 2.009 -2.474
H 1.606 4.752 0.335
H -0.019 6.571 0.563
H -2.265 6.371 -0.462
H -2.876 4.315 -1.698
H 3.074 -0.802 2.608
H 2.255 -0.756 4.907
H -0.059 0.004 5.387
H -1.507 0.766 3.537
C -0.419 -3.108 1.861
C -1.507 -2.417 1.046
P -1.146 -1.881 -0.675
C -2.870 -1.528 -1.224
C -3.832 -2.694 -1.439
C -0.468 -3.399 -1.454
C -1.206 -4.721 -1.231
H -0.854 -3.498 2.781
H 0.371 -2.420 2.154
H 0.026 -3.951 1.331
H -1.885 -1.538 1.573
H -2.359 -3.092 0.932
H -2.830 -0.908 -2.117
H -3.234 -0.866 -0.432
H -3.585 -3.254 -2.339
H -4.841 -2.303 -1.563
H -3.852 -3.388 -0.599
H 0.546 -3.477 -1.053
H -0.350 -3.200 -2.518
H -1.502 -4.866 -0.193
H -0.550 -5.549 -1.501
H -2.098 -4.796 -1.847
S -0.609 -0.719 -3.577
C 0.971 -0.502 -3.240
N 1.943 -0.216 -2.638
```

***

2.
2 unconnected molecules or ions with the total composition C3H7F in a non-equilibrium geometry. Source: the OMol25 dataset; level of theory: the ωB97M-V functional and the def2-TZVPD basis.

Results
Multiplicity ... 3
HOMO-LUMO gap (alpha / beta) ... 8.4 / 7.5 eV
LUMO energy (alpha / beta) ... 1.23 / -4.09 eV
Energy relative to the best compared isomer or geometry (same formula, charge and spin) ... 1.205 eV
E_tot ... -5936.1691 eV
Net charge ... 0

Structure (XYZ):
```
11
C3H7F, DFT the ωB97M-V functional and the def2-TZVPD basis
C -0.348 1.100 -0.016
C 0.416 -1.296 0.513
C 0.220 -0.210 -0.445
F 2.502 0.464 -0.303
H -0.778 1.476 -0.981
H -1.061 0.886 0.746
H 0.417 1.818 0.064
H 1.074 -0.911 1.347
H 0.842 -2.281 0.093
H -0.518 -1.540 1.068
H 0.367 -0.315 -1.611
```

***

3.
A single C10H12N6S molecule in a non-equilibrium geometry. Source: the OMol25 dataset; level of theory: the ωB97M-V functional and the def2-TZVPD basis.

Results
SMILES string ... CCc1c(C)nc(N)nc1N1N=C1SCC#N
HOMO-LUMO gap ... 8.1 eV
LUMO energy ... -0.49 eV
Energy relative to the best compared isomer or geometry (same formula, charge and spin) ... 0.249 eV
E_tot ... -30336.6584 eV
Net charge ... 0

Structure (XYZ):
```
29
C10H12N6S, DFT the ωB97M-V functional and the def2-TZVPD basis
C 2.473 2.017 1.073
C 1.878 0.760 1.703
C 1.199 -0.091 0.624
C 1.944 -0.774 -0.349
C 3.437 -0.822 -0.342
N 1.292 -1.389 -1.377
C 0.003 -1.271 -1.370
N -0.633 -1.756 -2.435
N -0.737 -0.645 -0.553
C -0.194 -0.119 0.549
N -0.952 0.591 1.450
N -2.094 0.043 2.107
C -2.229 0.958 1.195
S -3.307 1.482 -0.111
C -4.322 -0.045 -0.076
C -5.152 -0.144 -1.275
N -5.834 -0.273 -2.216
H 2.938 2.635 1.860
H 1.714 2.617 0.600
H 3.241 1.834 0.341
H 2.649 0.173 2.258
H 1.178 1.036 2.433
H 3.866 -0.704 0.639
H 3.804 -1.796 -0.680
H 3.821 -0.054 -1.025
H -1.473 -1.288 -2.641
H 0.049 -1.962 -3.154
H -4.944 -0.125 0.835
H -3.614 -0.888 -0.066
```

***

4.
2 unconnected molecules or ions with the total composition C3H4FNO2 in a non-equilibrium geometry. Source: the OMol25 dataset; level of theory: the ωB97M-V functional and the def2-TZVPD basis.

Results
SMILES string ... C=CN=O.O=CF
HOMO-LUMO gap (alpha / beta) ... 8.4 / 8.4 eV
LUMO energy (alpha / beta) ... -0.70 / -0.69 eV
Energy relative to the best compared isomer or geometry (same formula, charge and spin) ... 4.330 eV
E_tot ... -11474.0629 eV
Net charge ... 0

Structure (XYZ):
```
11
C3H4FNO2, DFT the ωB97M-V functional and the def2-TZVPD basis
C 3.085 0.379 0.098
C 2.109 -0.593 -0.048
N 0.769 -0.321 -0.349
O -0.029 0.307 0.325
H 4.137 0.115 -0.013
H 3.129 1.427 0.221
H 2.524 -1.493 -0.366
O -3.840 -0.073 1.213
C -3.950 0.095 0.064
F -3.964 -0.944 -0.776
H -3.969 1.102 -0.368
```

***

5.
2 unconnected molecules or ions with the total composition C23H35BN2O8S in a non-equilibrium geometry. Source: the OMol25 dataset; level of theory: the ωB97M-V functional and the def2-TZVPD basis.

Results
SMILES string ... [H]/N=C/Cc1c(CCCCCC)c(CC(C)C)c2c(c1CB(O)O)C(=O)NC2=O.O=S1(=O)OCCO1
HOMO-LUMO gap ... 8.0 eV
LUMO energy ... -0.76 eV
E_tot ... -55285.9743 eV
Net charge ... 0

Structure (XYZ):
```
70
C23H35BN2O8S, DFT the ωB97M-V functional and the def2-TZVPD basis
H 0.339 -2.627 2.864
N 0.543 -2.386 1.878
C -0.560 -2.066 1.246
C -0.621 -1.597 -0.301
C 0.723 -0.745 -0.550
C 0.847 0.692 0.080
C -0.362 1.340 0.926
C -1.225 2.412 0.103
C -1.619 1.967 -1.389
C -2.975 1.091 -1.484
C -2.761 -0.002 -2.668
C -3.718 -1.301 -2.419
C 2.133 1.574 -0.069
C 2.325 3.022 0.590
C 3.310 2.822 1.864
C 2.545 2.852 3.272
C 4.556 3.855 1.784
C 3.299 1.007 -0.906
C 3.163 -0.407 -1.534
C 1.920 -1.312 -1.395
C 1.899 -2.741 -2.103
B 3.025 -3.677 -1.380
O 2.681 -4.205 -0.067
O 4.290 -4.006 -2.014
C 4.548 -0.600 -2.282
O 4.915 -1.362 -3.202
N 5.498 0.404 -1.725
C 4.714 1.600 -1.310
O 5.112 2.783 -1.336
H -1.549 -2.100 1.846
H -1.558 -0.938 -0.382
H -0.676 -2.552 -0.919
H 0.127 1.873 1.815
H -1.061 0.546 1.366
H -0.746 3.450 0.026
H -2.225 2.572 0.664
H -0.785 1.443 -1.969
H -1.842 2.946 -1.965
H -3.243 0.594 -0.471
H -3.876 1.747 -1.788
H -2.903 0.461 -3.699
H -1.684 -0.411 -2.575
H -4.643 -0.993 -1.827
H -3.165 -2.139 -1.856
H -3.996 -1.737 -3.441
H 1.308 3.444 0.891
H 2.784 3.691 -0.225
H 3.781 1.769 1.773
H 2.148 3.910 3.446
H 3.265 2.506 4.105
H 1.651 2.127 3.327
H 4.285 4.807 1.210
H 4.926 4.053 2.847
H 5.377 3.325 1.194
H 0.849 -3.184 -2.115
H 2.224 -2.572 -3.196
H 1.873 -3.711 0.217
H 4.922 -3.358 -1.612
H 6.102 0.777 -2.487
O -5.196 0.616 1.600
S -4.928 -0.582 2.339
O -4.190 -0.590 3.565
O -4.262 -1.662 1.327
C -5.067 -2.842 1.289
C -6.482 -2.372 1.589
O -6.333 -1.356 2.581
H -4.706 -3.526 2.063
H -4.989 -3.325 0.314
H -7.119 -3.177 1.955
H -6.942 -1.918 0.706
```

***

6.
A single C3H5BrN2 molecule in a non-equilibrium geometry. Source: the OMol25 dataset; level of theory: the ωB97M-V functional and the def2-TZVPD basis.

Results
HOMO-LUMO gap ... 8.8 eV
LUMO energy ... -0.30 eV
Energy relative to the best compared isomer or geometry (same formula, charge and spin) ... 3.499 eV
E_tot ... -76209.8381 eV
Net charge ... 0

Structure (XYZ):
```
11
C3H5BrN2, DFT the ωB97M-V functional and the def2-TZVPD basis
C 0.664 0.205 -0.214
C -0.210 1.238 -1.170
C 0.346 -1.255 -0.556
N 0.143 1.034 0.922
N -0.308 1.956 -0.096
Br 2.818 0.254 0.032
H -0.719 -1.252 -0.994
H 0.965 -1.549 -1.374
H 0.494 -2.008 0.207
H 0.711 1.466 1.644
H -0.564 2.916 -0.041
```

***

7.
A molecular structure, C3H10N2O in a non-equilibrium geometry. Source: the OMol25 dataset; level of theory: the ωB97M-V functional and the def2-TZVPD basis.

Results
HOMO-LUMO gap (alpha / beta) ... 8.4 / 8.4 eV
LUMO energy (alpha / beta) ... 0.39 / 0.39 eV
Energy relative to the best compared isomer or geometry (same formula, charge and spin) ... 4.609 eV
E_tot ... -8296.8954 eV
Net charge ... 0

Structure (XYZ):
```
16
C3H10N2O, DFT the ωB97M-V functional and the def2-TZVPD basis
C 0.286 -1.774 0.792
N 1.449 -1.229 1.112
N 1.923 0.537 -0.411
H 1.342 -0.575 1.891
H 2.255 -0.364 -0.723
H 2.682 1.065 -0.009
H -0.390 -2.074 1.598
H 0.331 -2.513 -0.002
H -0.610 -0.603 0.261
C -1.871 1.072 -1.157
C -1.198 0.640 0.116
O -1.182 1.309 1.122
H 1.033 0.978 -0.155
H -1.090 1.322 -1.875
H -2.497 1.957 -0.993
H -2.465 0.254 -1.567
```

***

8.
A molecular structure, C14H48LiN16O19 in a non-equilibrium geometry. Source: the OMol25 dataset; level of theory: the ωB97M-V functional and the def2-TZVPD basis.

Results
HOMO-LUMO gap ... 7.2 eV
LUMO energy ... 1.17 eV
Energy relative to the best compared isomer or geometry (same formula, charge and spin) ... 3.385 eV
E_tot ... -78253.9782 eV
Net charge ... -1

Structure (XYZ):
```
98
C14H48LiN16O19, DFT the ωB97M-V functional and the def2-TZVPD basis
Li -2.003 -0.079 3.628
C 0.860 -0.887 0.187
C 0.241 -0.991 -0.971
C -1.038 -0.143 -1.298
O -1.535 0.026 -2.463
C -1.640 0.543 -0.252
C -1.146 0.484 1.090
C 0.162 -0.373 1.375
O 0.581 -0.423 2.602
O -1.578 1.047 2.102
O 0.971 -1.712 -1.831
H 1.786 -1.416 0.354
H -2.453 1.239 -0.399
C -1.637 -2.941 3.560
O -2.446 -2.014 3.428
N -0.394 -2.672 3.884
N -1.979 -4.215 3.655
H -0.023 -1.751 3.702
H 0.111 -3.458 4.268
H -1.319 -4.928 3.379
H -2.985 -4.302 3.679
C -0.293 -4.796 0.095
O -0.658 -5.495 1.040
N -0.991 -4.453 -0.915
N 0.871 -4.187 0.018
H -1.907 -4.863 -1.022
H -0.734 -3.791 -1.634
H 0.849 -3.517 -0.737
H 1.259 -4.018 0.936
C 1.047 -0.015 -6.304
O 0.374 0.261 -7.267
N 2.038 -0.833 -6.465
N 0.566 0.157 -5.064
H 2.665 -1.152 -5.740
H 2.267 -1.110 -7.409
H 0.800 -0.664 -4.525
H -0.417 0.366 -5.165
C 3.331 -0.485 5.339
O 4.298 -0.926 5.919
N 2.689 0.534 5.771
N 2.964 -0.757 4.152
H 2.940 1.013 6.623
H 2.225 1.104 5.079
H 2.018 -0.550 3.867
H 3.672 -1.351 3.743
C -1.787 4.547 2.798
O -1.623 4.618 1.605
N -2.068 5.575 3.484
N -1.648 3.491 3.472
H -2.346 5.519 4.453
H -2.144 6.473 3.027
H -1.391 2.682 2.925
H -1.752 3.499 4.477
C -1.335 3.213 -4.487
O -0.193 3.216 -4.048
N -2.358 2.649 -3.965
N -1.648 3.683 -5.650
H -2.194 1.925 -3.280
H -3.175 2.933 -4.487
H -0.920 4.174 -6.149
H -2.623 3.892 -5.810
C 2.381 2.698 3.112
O 1.817 2.996 4.173
N 3.563 2.923 2.874
N 1.654 2.314 2.160
H 3.873 2.836 1.917
H 4.052 3.619 3.419
H 2.024 2.367 1.222
H 0.857 1.772 2.463
C -2.920 -1.450 -5.525
O -3.567 -2.104 -6.372
N -1.963 -1.834 -4.731
N -3.118 -0.160 -5.410
H -1.708 -2.807 -4.640
H -1.639 -1.105 -4.111
H -4.017 0.183 -5.717
H -2.705 0.309 -4.616
O 3.054 -2.443 -4.124
H 2.530 -2.477 -3.324
H 3.722 -1.781 -3.945
O -0.820 0.742 5.020
H 0.097 0.887 4.785
H -0.924 1.182 5.863
O 4.709 -0.042 1.637
H 5.617 -0.341 1.691
H 4.196 -0.770 1.988
O -4.480 1.151 1.091
H -3.615 1.454 1.369
H -4.410 0.196 1.088
O 4.063 -0.573 -0.875
H 3.666 -1.433 -1.013
H 4.082 -0.467 0.077
O -3.635 -1.545 0.981
H -3.108 -1.789 0.220
H -3.134 -1.864 1.732
O 1.779 1.541 -2.381
H 0.834 1.499 -2.532
H 1.988 0.718 -1.939
```

***

> Which value of net charge does entry 7 give?

0